Computed, not measured: a 3-piece molecular cluster, C25H42F3N3O5 overall at a distorted geometry, with ωB97M-V/def2-TZVPD.

```
! RIJCOSX wB97M-V def2-TZVPD def2/J DEFGRID3
* xyz 0 3
C 1.4039 -1.3681 2.5837
C 2.7743 -0.4763 2.7007
N 2.9533 0.2601 4.0098
C 2.8085 -0.6377 5.2184
C 3.3835 -1.9674 5.5581
C 4.4167 -2.8467 4.6377
F 5.5236 -2.0018 4.1332
F 3.7411 -3.5676 3.5119
F 5.0700 -3.9308 5.4626
C 2.6842 -2.2418 7.0154
O 2.8234 -3.4294 7.6142
O 1.8817 -1.0929 7.5251
C 1.8173 -0.0902 6.4419
O 1.1042 1.0413 6.4451
H 1.6997 -2.4594 2.2326
H 0.7074 -1.3410 3.5235
H 0.7565 -0.9221 1.6857
H 3.7261 -1.1401 2.4341
H 2.7170 0.3373 1.8289
H 2.3739 1.1274 4.0740
C 2.4100 3.4685 -2.7697
C 1.5024 2.6988 -1.7686
C 0.0428 2.5339 -2.2878
C -0.8442 3.7603 -2.1384
C -0.7869 4.2994 -0.7145
C 0.6654 4.5806 -0.2533
N 1.5758 3.3895 -0.4379
O 1.2398 2.4434 0.5475
C 1.1800 5.8227 -1.0365
C 0.6487 5.0816 1.2261
C 2.1152 1.2530 -1.7922
H 2.6226 4.4963 -2.4904
H 3.4066 3.0142 -2.8397
H 1.9811 3.4831 -3.7763
H -0.4444 1.7140 -1.7415
H 0.0474 2.2240 -3.3413
H -0.5511 4.5263 -2.8629
H -1.8785 3.4925 -2.3814
H -1.3893 5.2157 -0.6558
H -1.2681 3.5801 -0.0379
H 2.2303 6.0333 -0.8039
H 0.6058 6.7194 -0.7710
H 1.0744 5.7310 -2.1193
H 0.1788 4.3631 1.9120
H 0.0760 6.0128 1.3199
H 1.6646 5.2850 1.5849
H 3.1319 1.2376 -1.3826
H 2.1717 0.8816 -2.8247
H 1.5119 0.5262 -1.2358
C -4.2183 -1.3889 -2.6133
C -2.9367 -1.4971 -1.7390
C -1.6387 -1.6222 -2.5915
C -1.3617 -3.0067 -3.1569
C -1.4484 -4.0648 -2.0641
C -2.7985 -4.0132 -1.3056
N -3.1166 -2.6346 -0.7764
O -2.2692 -2.3967 0.3210
C -3.9054 -4.5264 -2.2712
C -2.7952 -5.0891 -0.1732
C -2.8568 -0.0781 -1.0706
H -4.8152 -2.2952 -2.6561
H -4.9173 -0.6445 -2.2111
H -3.9833 -1.1006 -3.6424
H -0.7727 -1.3461 -1.9736
H -1.6550 -0.8974 -3.4164
H -2.0563 -3.2246 -3.9739
H -0.3588 -3.0250 -3.5980
H -1.3025 -5.0554 -2.5148
H -0.6134 -3.9279 -1.3637
H -4.8991 -4.4505 -1.8146
H -3.7472 -5.5827 -2.5233
H -3.9225 -4.0072 -3.2315
H -1.9693 -4.9532 0.5387
H -2.6773 -6.0977 -0.5888
H -3.7375 -5.0746 0.3872
H -3.6977 0.0962 -0.3893
H -2.8897 0.7060 -1.8396
H -1.9267 0.0770 -0.5117
*
```

Summary:
lowest unoccupied orbital energy (spin up / spin down): -1.8 / -1.8 eV
E_HOMO (spin up / spin down): -9.3 / -9.8 eV
⟨S²⟩: 2.01